(1)
ORCA calculation (ωB97M-V/def2-TZVPD) on a molecular structure, C33H49AsN5OOsSi2 in a non-equilibrium geometry.

Output
DFT total energy: -123574.0021 eV
relative energy (zero: lowest compared OMol25 entry of this formula, charge and spin): 25.1 kcal/mol
multiplicity: 2
HOMO level (spin up / spin down): -5.9 / -6.1 eV
LUMO (spin up / spin down): -0.483 / -0.441 eV
HOMO-LUMO gap (spin up / spin down): 5.4 / 5.6 eV
<S²>: 0.804
molecular weight: 853.11 g mol⁻¹

CARTESIAN COORDINATES (ANGSTROEM)
Os  0.08  1.09  0.03
C  -3.83  0.82  0.99
C  -2.96  -0.43  0.87
C  -1.88  -0.62  1.92
N  -0.56  -0.03  1.68
C  0.40  -0.38  2.54
C  0.13  -1.16  3.68
C  0.94  -1.66  4.70
C  2.30  -1.53  4.91
C  3.18  -0.82  4.10
C  2.94  -0.10  2.96
C  1.75  0.14  2.21
N  1.77  0.89  1.14
C  2.96  1.68  0.81
C  2.69  2.82  -0.17
C  2.30  2.43  -1.59
N  0.97  1.83  -1.61
C  0.36  1.57  -2.77
C  1.02  1.72  -4.00
C  0.61  1.41  -5.28
C  -0.60  0.91  -5.73
C  -1.74  0.72  -4.97
C  -1.97  0.96  -3.63
C  -1.09  1.31  -2.59
N  -1.50  1.48  -1.33
C  -2.88  1.90  -1.11
C  -3.21  2.06  0.36
H  -4.78  0.63  0.50
H  -4.05  1.01  2.05
H  -3.63  -1.28  0.98
H  -2.51  -0.50  -0.12
H  -2.27  -0.24  2.88
H  -1.74  -1.70  2.04
H  -0.91  -1.41  3.83
H  0.41  -2.24  5.44
H  2.71  -2.02  5.79
H  4.22  -0.83  4.42
H  3.83  0.33  2.52
H  3.34  2.14  1.73
H  3.75  1.03  0.42
H  1.90  3.45  0.25
H  3.60  3.42  -0.22
H  2.30  3.34  -2.20
H  3.05  1.76  -2.01
H  2.04  2.09  -3.93
H  1.37  1.56  -6.05
H  -0.67  0.68  -6.79
H  -2.60  0.34  -5.51
H  -2.99  0.77  -3.32
H  -3.01  2.87  -1.61
H  -3.61  1.22  -1.57
H  -2.28  2.29  0.87
H  -3.89  2.91  0.50
C  -0.66  -4.21  -2.94
Si  -0.79  -3.49  -1.21
C  -2.63  -3.48  -0.83
C  -0.03  -4.71  0.01
As  0.22  -1.38  -1.25
Si  2.43  -2.14  -1.26
C  2.73  -3.55  -2.47
C  3.51  -0.71  -1.79
C  3.05  -2.74  0.41
H  -1.10  -5.21  -2.96
H  0.38  -4.28  -3.27
H  -1.18  -3.57  -3.66
H  -3.08  -4.42  -1.16
H  -3.15  -2.67  -1.35
H  -2.82  -3.38  0.24
H  -0.62  -5.62  0.07
H  0.03  -4.26  1.00
H  0.99  -4.98  -0.29
H  2.39  -3.30  -3.47
H  2.23  -4.46  -2.15
H  3.80  -3.76  -2.52
H  3.20  -0.34  -2.78
H  4.56  -0.98  -1.84
H  3.39  0.10  -1.08
H  2.51  -3.64  0.72
H  2.89  -1.98  1.19
H  4.12  -2.98  0.38
O  0.15  2.96  1.44
N  -0.84  3.38  2.18
C  -1.19  2.67  3.28
C  -2.24  3.08  4.07
C  -2.93  4.24  3.75
C  -2.54  4.96  2.63
C  -1.50  4.51  1.86
H  -0.60  1.78  3.44
H  -2.50  2.49  4.94
H  -3.76  4.58  4.36
H  -3.05  5.87  2.34
H  -1.15  4.99  0.96



(2)
ORCA calculation (ωB97M-V/def2-TZVPD) on a molecular structure, C33H49BBeBrCl3F11N7NaO12PS3 in a non-equilibrium geometry.

Output
DFT total energy: -254788.6118 eV
HOMO level: -5.0 eV
LUMO: -4.037 eV
HOMO-LUMO gap: 1.0 eV
molecular weight: 1301.02 g mol⁻¹

CARTESIAN COORDINATES (ANGSTROEM)
C  -2.77  6.51  4.82
C  -2.65  5.16  4.06
O  -2.67  5.39  2.60
C  -2.84  4.25  2.00
N  -2.29  3.07  2.33
C  -2.73  2.08  1.51
N  -2.49  0.79  1.49
C  -3.11  -0.22  0.53
C  -4.58  -0.52  1.00
C  -4.71  -0.94  2.49
C  -4.90  -2.51  2.66
C  -3.93  -3.12  3.71
N  -4.00  -2.47  5.03
S  -1.38  0.24  2.70
O  -1.75  0.73  4.00
O  -1.31  -1.19  2.77
C  0.35  0.86  2.39
F  0.52  2.12  2.84
F  1.14  0.11  3.15
C  0.82  0.86  0.89
F  1.99  1.55  0.86
F  -0.02  1.52  0.06
C  1.13  -0.55  0.30
F  2.20  -1.05  0.88
F  1.52  -0.37  -1.01
F  0.11  -1.37  0.26
N  -3.54  2.70  0.57
P  -4.44  2.23  -0.86
S  -3.51  2.93  -2.42
N  -3.61  4.00  0.91
C  -4.35  5.12  0.32
C  -5.68  5.24  1.13
O  -6.64  4.59  0.88
O  -5.75  6.10  2.21
H  -1.78  6.99  5.01
H  -3.40  7.28  4.26
H  -3.28  6.36  5.80
H  -1.70  4.66  4.30
H  -3.52  4.53  4.34
H  -3.02  0.19  -0.49
H  -2.55  -1.30  0.45
H  -5.29  0.34  0.83
H  -4.97  -1.34  0.37
H  -5.66  -0.50  2.87
H  -3.92  -0.55  3.16
H  -5.92  -2.69  3.05
H  -4.86  -3.04  1.69
H  -2.90  -3.12  3.28
H  -4.27  -4.17  3.86
H  -3.27  -2.91  5.59
H  -3.75  -1.48  5.01
H  -4.62  0.84  -1.09
H  -5.76  2.80  -0.73
H  -4.51  5.06  -0.77
H  -3.80  6.07  0.50
H  -6.10  6.96  1.93
Cl  -5.29  -2.62  6.72
Be  -3.32  8.61  5.03
C  -6.90  -1.18  -2.83
C  -5.41  -1.28  -3.07
O  -4.61  -0.72  -2.35
C  -4.95  -2.11  -4.23
H  -7.08  -0.55  -1.96
H  -7.38  -0.73  -3.70
H  -7.32  -2.17  -2.64
H  -5.35  -1.70  -5.16
H  -5.29  -3.14  -4.10
H  -3.87  -2.10  -4.28
O  2.26  -4.21  2.48
S  3.55  -4.21  1.77
O  3.33  -3.94  0.34
O  4.19  -5.53  1.93
O  4.41  -3.16  2.33
C  4.42  -0.44  -1.51
N  4.36  0.49  -2.65
C  3.55  1.57  -2.58
C  3.49  2.48  -3.60
C  4.29  2.30  -4.75
C  5.10  1.15  -4.80
C  5.12  0.27  -3.75
C  4.30  3.27  -5.83
C  5.51  3.88  -6.24
C  5.52  4.75  -7.29
N  4.38  5.04  -7.97
C  3.19  4.48  -7.59
C  3.13  3.61  -6.54
C  4.41  5.94  -9.13
H  3.42  -0.81  -1.31
H  4.81  0.10  -0.65
H  5.08  -1.28  -1.75
H  2.96  1.69  -1.67
H  2.85  3.34  -3.50
H  5.72  0.95  -5.66
H  5.73  -0.62  -3.76
H  6.44  3.68  -5.72
H  6.44  5.23  -7.62
H  2.32  4.75  -8.17
H  2.17  3.18  -6.29
H  3.72  6.76  -8.95
H  4.11  5.37  -10.01
H  5.42  6.33  -9.27
C  6.73  -5.55  4.13
C  8.08  -5.59  4.90
O  8.13  -4.84  5.89
O  8.92  -6.37  4.43
H  6.03  -4.86  4.58
H  6.91  -5.24  3.10
H  6.28  -6.55  4.12
Br  -3.05  -1.98  -1.07
Na  -7.27  1.62  -0.55
Cl  11.05  -11.43  2.20
C  11.36  -9.91  3.10
C  10.93  -8.69  2.32
Cl  11.97  -8.40  0.90
H  12.41  -9.88  3.35
H  10.79  -9.98  4.02
H  11.01  -7.81  2.96
H  9.90  -8.77  1.98
B  -7.68  -3.48  0.34
F  -8.59  -3.72  -0.71
F  -8.24  -3.86  1.57
F  -6.48  -4.19  0.11
F  -7.38  -2.08  0.37



- DFT total energy of number 2 (C33H49BBeBrCl3F11N7NaO12PS3)?
  -254788.6118 eV



- molecular weight of number 2 (C33H49BBeBrCl3F11N7NaO12PS3)?
  1301.02 g mol⁻¹



- Look up the molecular weight of the second one.
  1301.02 g mol⁻¹



- Which of these has the lowest DFT total energy?
  C33H49BBeBrCl3F11N7NaO12PS3